{
  "formula": "C42H54Cl5P3PdSi",
  "method": "wB97M-V/def2-TZVPD",
  "lumo_ha": -0.006,
  "e_homo_ev": -7.1,
  "orbital_gap_ha": 0.2564,
  "species": ["Pd", "C", "C", "C", "P", "C", "C", "C", "C", "C", "C", "C", "C", "C", "Si", "C", "C", "C", "C", "C", "C", "P", "C", "C", "C", "C", "C", "C", "C", "C", "C", "C", "C", "C", "P", "C", "C", "C", "C", "C", "C", "H", "H", "H", "H", "H", "H", "H", "H", "H", "H", "H", "H", "H", "H", "H", "H", "H", "H", "H", "H", "H", "H", "H", "H", "H", "H", "H", "H", "H", "H", "H", "H", "H", "H", "H", "H", "H", "H", "H", "H", "H", "H", "H", "H", "H", "H", "H", "H", "H", "H", "H", "H", "H", "H", "Cl", "C", "C", "C", "Cl", "C", "Cl", "C", "Cl", "C", "Cl"],
  "positions_angstrom": [[-0.0871, 0.3418, -0.7259], [0.0479, -3.1812, -4.0395], [-0.4026, -1.9331, -3.2862], [-1.2602, -1.0309, -4.1815], [0.8810, -0.9489, -2.3948], [1.9674, -0.0388, -3.5784], [1.5875, 1.4226, -3.7879], [2.1595, -0.7068, -4.9421], [2.0225, -2.2105, -1.7286], [3.0698, -2.8326, -2.4093], [3.8805, -3.7420, -1.7496], [3.6596, -4.0273, -0.4062], [2.6226, -3.4049, 0.2701], [1.7937, -2.4921, -0.3930], [0.4489, -1.5128, 0.4595], [1.1990, -0.9008, 2.0663], [0.7091, -1.4026, 3.2749], [1.2748, -1.0377, 4.4896], [2.3594, -0.1750, 4.5039], [2.8582, 0.3291, 3.3107], [2.2833, -0.0040, 2.0862], [2.8605, 0.6715, 0.4756], [4.7014, 0.3304, 0.5191], [5.1961, 0.1456, -0.9201], [5.6430, 1.2687, 1.2732], [2.6327, 2.5043, 0.6111], [2.9947, 3.2709, 1.8777], [3.2452, 3.1655, -0.6294], [-0.9311, -2.7496, 0.8355], [-0.6599, -4.1239, 0.7442], [-1.6178, -5.0698, 1.0759], [-2.8767, -4.6620, 1.5003], [-3.1724, -3.3120, 1.5749], [-2.2183, -2.3536, 1.2373], [-2.5441, -0.5540, 1.1671], [-3.5220, -0.1969, 2.7050], [-3.6937, 1.3124, 2.9395], [-2.8585, -0.8095, 3.9386], [-3.9193, -0.5862, -0.0888], [-3.4120, -1.1447, -1.4071], [-4.5627, 0.7822, -0.3071], [-0.8345, -3.7580, -4.3261], [0.6819, -3.8276, -3.4320], [0.5839, -2.9355, -4.9553], [-1.0200, -2.2582, -2.4430], [-1.5107, -0.0804, -3.7144], [-2.1981, -1.5323, -4.4274], [-0.7501, -0.8168, -5.1214], [2.9219, -0.0429, -3.0386], [0.6638, 1.5139, -4.3600], [2.3774, 1.9209, -4.3554], [1.4497, 1.9543, -2.8498], [1.2469, -0.6586, -5.5342], [2.4664, -1.7480, -4.8978], [2.9277, -0.1581, -5.4922], [3.2815, -2.6040, -3.4438], [4.6983, -4.2151, -2.2774], [4.3073, -4.7209, 0.1150], [2.4786, -3.6067, 1.3259], [-0.1287, -2.0904, 3.2710], [0.8730, -1.4290, 5.4156], [2.8153, 0.1108, 5.4434], [3.7022, 1.0066, 3.3449], [4.7459, -0.6450, 1.0183], [5.1087, 1.0778, -1.4849], [4.6282, -0.6220, -1.4473], [6.2503, -0.1439, -0.9323], [5.7661, 2.2176, 0.7484], [6.6326, 0.8085, 1.3395], [5.3216, 1.4907, 2.2902], [1.5420, 2.5778, 0.4920], [4.0724, 3.3521, 2.0277], [2.5462, 2.8341, 2.7688], [2.6044, 4.2894, 1.7938], [4.3200, 3.3215, -0.5193], [2.7888, 4.1443, -0.7935], [3.0877, 2.5802, -1.5378], [0.3108, -4.4641, 0.4116], [-1.3830, -6.1240, 1.0031], [-3.6271, -5.3983, 1.7591], [-4.1622, -3.0004, 1.8915], [-4.5090, -0.6536, 2.5613], [-2.8175, 1.7135, 3.4468], [-4.5595, 1.4887, 3.5817], [-3.8297, 1.8986, 2.0325], [-1.8527, -0.3991, 4.0643], [-2.7768, -1.8958, 3.8870], [-3.4295, -0.5575, 4.8354], [-4.6688, -1.2777, 0.3151], [-2.5278, -0.5949, -1.7370], [-4.1791, -1.0400, -2.1783], [-3.1475, -2.2017, -1.3317], [-3.8168, 1.5327, -0.5871], [-5.0957, 1.1425, 0.5703], [-5.2860, 0.7155, -1.1232], [-1.3949, 2.4005, -2.7225], [-1.5059, 3.0448, -1.0644], [-0.9384, 2.3061, -0.0360], [-1.0315, 2.9122, 1.2007], [-0.2599, 2.1204, 2.5656], [-1.6842, 4.1233, 1.4391], [-1.7921, 4.7961, 3.0300], [-2.2672, 4.8039, 0.3711], [-3.0917, 6.2960, 0.6209], [-2.1646, 4.2621, -0.9094], [-2.8588, 5.0921, -2.2534]],
  "atomic_forces_ev_per_a": [[0.0, -0.3, -0.5], [0.0, -0.1, 0.0], [-0.1, 0.1, -0.2], [0.0, 0.0, 0.0], [0.0, 0.0, 0.6], [0.1, 0.2, -0.1], [-0.1, 0.0, -0.1], [0.1, 0.1, -0.1], [0.0, 0.1, -0.2], [0.0, 0.0, 0.0], [0.0, 0.1, 0.0], [0.0, 0.0, 0.0], [0.1, 0.0, -0.2], [0.3, -0.3, 0.4], [-0.1, 0.4, 0.1], [-0.1, 0.0, 0.2], [0.1, 0.0, 0.0], [0.0, 0.0, -0.1], [0.0, 0.0, 0.0], [0.1, 0.0, 0.0], [0.0, 0.0, 0.0], [0.2, -0.1, 0.1], [0.0, -0.1, 0.1], [0.1, 0.0, 0.0], [0.0, 0.1, 0.0], [-0.3, 0.1, -0.2], [0.0, 0.1, 0.1], [0.0, 0.1, 0.0], [-0.2, -0.3, -0.1], [-0.1, 0.1, 0.0], [0.0, 0.1, 0.0], [0.1, -0.1, 0.0], [0.0, 0.1, 0.0], [0.3, 0.0, 0.0], [0.0, 0.2, -0.1], [0.0, -0.1, 0.1], [0.0, 0.0, 0.0], [0.0, 0.0, 0.1], [-0.1, 0.0, 0.1], [0.1, -0.1, -0.2], [0.0, 0.0, 0.0], [0.0, 0.0, 0.0], [0.0, 0.0, 0.0], [0.0, 0.0, 0.0], [0.0, 0.0, 0.0], [0.0, 0.0, 0.1], [0.0, 0.0, 0.0], [0.0, 0.0, 0.0], [0.0, -0.1, 0.0], [0.0, 0.0, 0.0], [0.0, 0.0, 0.0], [0.0, 0.0, 0.1], [0.0, 0.0, 0.0], [0.0, 0.0, 0.0], [0.0, 0.0, 0.0], [0.0, 0.0, 0.0], [0.0, 0.0, 0.0], [0.0, 0.0, 0.0], [0.0, 0.0, 0.0], [0.0, 0.0, 0.0], [0.0, 0.0, 0.0], [0.0, 0.0, 0.0], [-0.1, -0.1, 0.0], [0.0, 0.0, -0.1], [0.0, 0.0, 0.0], [0.0, 0.0, 0.0], [0.0, 0.0, 0.0], [0.0, 0.0, 0.0], [0.0, 0.0, 0.0], [0.0, -0.1, -0.1], [0.2, 0.0, 0.0], [0.0, 0.0, 0.0], [0.0, 0.0, -0.1], [0.0, 0.0, 0.0], [0.0, 0.0, 0.0], [0.0, 0.0, 0.0], [0.0, 0.0, 0.0], [0.0, 0.0, 0.0], [0.0, 0.0, 0.0], [0.0, 0.0, 0.0], [0.0, 0.0, 0.0], [0.0, 0.0, 0.0], [0.0, 0.0, 0.0], [0.0, 0.0, 0.0], [0.0, -0.1, 0.0], [0.0, 0.0, 0.0], [0.0, 0.0, 0.0], [0.0, 0.0, 0.0], [-0.1, 0.1, 0.0], [0.0, 0.1, 0.0], [0.0, 0.0, 0.0], [0.0, 0.0, 0.0], [0.0, 0.0, 0.0], [0.0, 0.0, 0.0], [0.0, 0.0, 0.0], [-0.2, 0.2, 0.5], [-0.1, 0.0, -0.3], [0.1, 0.0, -0.6], [0.1, 0.0, 0.5], [-0.2, 0.1, -0.1], [0.0, 0.0, 0.1], [0.0, -0.1, -0.1], [0.1, -0.1, 0.0], [0.0, 0.0, 0.0], [0.0, -0.1, 0.0], [0.0, 0.0, 0.0]],
  "lowdin_charge": [0.421, -0.093, -0.519, -0.118, 0.984, -0.505, -0.150, -0.101, -0.374, -0.091, -0.072, -0.069, -0.087, -0.315, 0.538, -0.303, -0.107, -0.077, -0.071, -0.102, -0.385, 1.080, -0.527, -0.131, -0.114, -0.554, -0.117, -0.117, -0.276, -0.079, -0.073, -0.073, -0.093, -0.394, 1.082, -0.540, -0.129, -0.119, -0.541, -0.129, -0.100, 0.085, 0.070, 0.065, 0.078, 0.008, 0.085, 0.065, 0.090, 0.047, 0.086, 0.026, 0.065, 0.047, 0.087, 0.088, 0.105, 0.105, 0.113, 0.092, 0.105, 0.105, 0.083, 0.101, 0.066, 0.043, 0.078, 0.066, 0.079, 0.049, 0.039, 0.062, 0.038, 0.084, 0.065, 0.084, 0.042, 0.086, 0.103, 0.104, 0.107, 0.101, 0.034, 0.085, 0.049, 0.059, 0.062, 0.083, 0.100, 0.029, 0.085, 0.074, 0.067, 0.063, 0.080, 0.651, -0.683, -0.295, -0.697, 0.727, -0.705, 0.667, -0.713, 0.671, -0.721, 0.664]
}

=====

{
  "formula": "C42H54ClCoN6O2P",
  "method": "wB97M-V/def2-TZVPD",
  "relative_energy_kj_mol": 354.4,
  "lumo_ha": [-0.270, -0.409],
  "total_charge": 3,
  "e_homo_ev": [-14.4, -15.7],
  "orbital_gap_ha": [0.2590, 0.1685],
  "spin_multiplicity": 5,
  "species": ["Co", "N", "C", "C", "N", "H", "H", "H", "H", "H", "H", "H", "H", "C", "C", "C", "C", "C", "O", "C", "N", "C", "C", "C", "C", "C", "C", "P", "C", "C", "C", "C", "C", "C", "C", "C", "C", "C", "C", "C", "H", "H", "H", "H", "H", "H", "H", "H", "H", "H", "H", "H", "H", "H", "H", "H", "H", "H", "H", "H", "H", "H", "H", "H", "C", "C", "C", "C", "C", "O", "C", "C", "C", "C", "C", "C", "Cl", "C", "C", "C", "N", "C", "N", "C", "N", "H", "H", "H", "H", "H", "H", "H", "H", "H", "H", "H", "H", "H", "H", "H", "H", "H", "H", "H", "H", "H", "H"],
  "positions_angstrom": [[0.8562, -2.2870, -1.6568], [0.4586, -4.2357, -1.6693], [1.3961, -5.0142, -2.5188], [2.7485, -4.3316, -2.4721], [2.5406, -2.9173, -2.8608], [0.5191, -4.6000, -0.7204], [-0.4932, -4.4170, -1.9756], [1.0280, -5.0189, -3.5467], [1.4776, -6.0482, -2.1852], [3.4579, -4.8448, -3.1224], [3.1392, -4.3511, -1.4527], [2.2924, -2.8901, -3.8478], [3.4255, -2.4270, -2.7873], [-3.4588, -3.2988, -1.3892], [-3.0180, -2.9078, -2.8009], [-2.3640, -4.0867, -3.5511], [-2.0901, -1.6731, -2.7726], [-2.8411, -0.3603, -2.4883], [-2.3993, 0.0204, -1.1639], [-1.3923, -0.7857, -0.8370], [-1.1141, -1.7270, -1.6585], [-0.5205, -0.3490, 0.3474], [-1.4191, 0.5116, 1.1948], [-1.7949, 0.1834, 2.4513], [-1.2565, -0.9305, 3.1206], [-0.2832, -1.6978, 2.4734], [0.1014, -1.4726, 1.1767], [1.5353, -2.3436, 0.5047], [3.0029, -1.3650, 0.9595], [3.9624, -1.0592, -0.0019], [5.1312, -0.4077, 0.3632], [5.3403, -0.0558, 1.6893], [4.3754, -0.3401, 2.6476], [3.2073, -0.9934, 2.2888], [1.7452, -3.9038, 1.4019], [3.0299, -4.3418, 1.7314], [3.2024, -5.5380, 2.4111], [2.1031, -6.3192, 2.7394], [0.8250, -5.9025, 2.3913], [0.6426, -4.7070, 1.7147], [-4.1957, -4.0990, -1.4353], [-3.9247, -2.4581, -0.8678], [-2.6126, -3.6412, -0.7915], [-3.9111, -2.6035, -3.3511], [-2.4330, -5.0107, -2.9750], [-1.3146, -3.8794, -3.7781], [-2.8606, -4.2643, -4.5029], [-1.5443, -1.6149, -3.7167], [-3.9227, -0.4756, -2.4758], [-2.5694, 0.4434, -3.1732], [-1.8927, 1.3266, 0.6829], [-2.5251, 0.7941, 2.9682], [-1.5637, -1.1710, 4.1281], [0.2084, -2.4847, 3.0314], [3.7841, -1.3321, -1.0323], [5.8791, -0.1794, -0.3847], [6.2559, 0.4449, 1.9734], [4.5395, -0.0578, 3.6792], [2.4594, -1.2250, 3.0378], [3.8910, -3.7331, 1.4871], [4.1980, -5.8630, 2.6814], [2.2399, -7.2520, 3.2692], [-0.0314, -6.5064, 2.6604], [-0.3609, -4.3814, 1.4599], [2.6848, 4.7174, 0.9749], [1.2007, 5.1008, 0.8113], [1.0875, 6.1454, -0.3066], [0.7793, 5.7679, 2.1334], [0.3320, 3.8199, 0.5221], [0.3603, 2.9664, 1.6528], [-1.1152, 4.1672, 0.0526], [-2.1157, 4.5178, 1.1678], [-3.5506, 4.2535, 0.8663], [-4.4256, 3.8628, 1.9142], [-5.7666, 3.7334, 1.7048], [-6.2925, 4.0022, 0.4157], [-7.9509, 3.9290, 0.1623], [-5.4306, 4.3595, -0.6527], [-4.0905, 4.4772, -0.4255], [1.0166, 3.0185, -0.5937], [0.4939, 1.7205, -1.0698], [0.7136, 0.4081, -0.4248], [1.1156, -0.4299, -1.5575], [0.9725, 0.3406, -2.6291], [0.6370, 1.5948, -2.3899], [3.2120, 5.5410, 1.4553], [3.1693, 4.5463, 0.0132], [2.8056, 3.8351, 1.6058], [1.8958, 6.8678, -0.1965], [0.1536, 6.7074, -0.2506], [1.1784, 5.7110, -1.3031], [1.2983, 6.7220, 2.2143], [1.0698, 5.1859, 3.0130], [-0.2856, 5.9846, 2.1869], [0.3883, 3.5011, 2.4552], [-1.4980, 3.3150, -0.5162], [-1.0342, 4.9995, -0.6441], [-2.0711, 5.5976, 1.3640], [-1.8528, 4.0234, 2.1040], [-4.0263, 3.6890, 2.9049], [-6.4314, 3.4514, 2.5103], [-5.8476, 4.5602, -1.6307], [-3.4434, 4.7800, -1.2381], [2.0392, 2.8294, -0.2644], [1.0453, 3.6284, -1.4932], [1.5162, 0.5081, 0.3144], [1.1714, 0.0003, -3.6349]],
  "atomic_forces_ev_per_a": [[0.3, -1.2, -0.2], [-0.1, -0.2, -0.1], [0.3, 0.1, -0.1], [-0.2, -0.2, 0.0], [-0.2, 0.0, 0.1], [0.0, 0.0, 0.0], [0.0, 0.0, 0.1], [-0.1, 0.0, 0.0], [-0.1, 0.0, 0.0], [0.0, 0.0, 0.0], [0.0, 0.0, 0.0], [0.1, 0.0, 0.0], [-0.1, 0.2, 0.0], [-0.1, 0.1, -0.1], [0.2, -0.1, 0.1], [-0.2, 0.2, 0.1], [-0.4, -0.2, 0.0], [0.1, -0.1, -0.2], [-0.1, 0.1, 0.2], [0.3, -0.3, -0.4], [0.1, 0.1, 0.3], [0.0, 0.3, -0.4], [0.2, 0.1, 0.1], [0.0, 0.2, -0.1], [-0.1, -0.1, 0.1], [0.1, 0.1, -0.3], [0.2, 0.0, 0.4], [0.2, 0.0, -0.2], [-0.2, -0.1, 0.1], [-0.1, 0.0, 0.1], [0.0, 0.0, -0.1], [0.0, 0.0, -0.1], [0.0, 0.0, 0.1], [0.0, 0.0, -0.1], [-0.2, 0.0, 0.0], [-0.1, 0.1, 0.1], [0.0, -0.1, -0.1], [0.0, 0.0, 0.0], [0.0, -0.1, 0.0], [0.1, 0.1, 0.0], [0.0, 0.0, 0.0], [0.0, 0.0, 0.1], [0.0, 0.0, 0.0], [0.1, 0.0, -0.1], [0.0, 0.0, 0.0], [0.0, -0.1, 0.0], [0.1, -0.1, 0.0], [0.0, 0.0, 0.0], [0.0, 0.0, 0.1], [0.0, 0.0, 0.1], [0.0, 0.3, 0.0], [0.0, 0.0, -0.1], [0.0, 0.0, 0.0], [0.0, 0.0, 0.0], [0.0, 0.0, 0.0], [0.0, 0.0, 0.0], [0.0, 0.0, 0.0], [0.0, 0.0, 0.0], [0.0, 0.0, 0.0], [0.0, 0.0, 0.0], [0.0, 0.0, 0.0], [0.0, 0.0, 0.0], [0.0, 0.0, 0.0], [0.0, 0.0, 0.1], [-0.1, 0.1, 0.0], [0.2, 0.0, 0.0], [0.0, 0.0, 0.1], [-0.1, -0.1, -0.1], [-0.1, 0.0, -0.2], [-0.4, -0.2, 0.1], [0.1, -0.2, 0.2], [0.1, -0.1, -0.1], [0.2, 0.1, 0.1], [-0.3, -0.1, 0.1], [0.2, 0.0, 0.3], [-0.5, 0.0, 0.0], [0.4, 0.0, 0.0], [0.2, 0.1, -0.3], [-0.2, 0.0, -0.2], [0.3, 0.3, 0.2], [-0.5, -0.3, 0.2], [0.0, 0.0, 0.3], [0.0, 1.4, -0.5], [0.4, -0.7, 0.5], [-0.2, 0.6, -0.2], [0.0, 0.0, 0.0], [0.1, 0.0, 0.0], [0.0, 0.0, 0.0], [0.0, 0.0, 0.0], [0.0, 0.0, -0.1], [0.0, 0.0, 0.0], [0.0, 0.0, 0.1], [0.0, 0.0, 0.0], [0.0, 0.0, 0.0], [0.0, -0.1, 0.0], [0.0, -0.1, 0.0], [-0.1, -0.1, -0.1], [0.0, 0.0, 0.1], [0.0, 0.0, 0.0], [0.1, 0.0, 0.0], [-0.1, 0.0, 0.0], [-0.1, 0.0, 0.0], [0.0, 0.0, 0.0], [0.0, -0.1, -0.1], [0.1, -0.1, 0.0], [-0.1, 0.1, 0.0], [-0.1, 0.0, 0.0]],
  "lowdin_charge": [0.357, -0.008, -0.174, -0.206, 0.003, 0.068, 0.068, 0.125, 0.137, 0.134, 0.112, 0.111, 0.093, -0.049, -0.352, -0.047, -0.233, -0.037, 0.027, -0.292, 0.103, -0.206, -0.003, -0.051, -0.012, -0.075, -0.237, 1.089, -0.376, -0.100, -0.052, -0.044, -0.045, -0.072, -0.361, -0.074, -0.041, -0.040, -0.051, -0.125, 0.097, 0.086, 0.070, 0.141, 0.087, 0.058, 0.094, 0.147, 0.137, 0.136, 0.099, 0.115, 0.122, 0.112, 0.074, 0.117, 0.120, 0.119, 0.113, 0.110, 0.122, 0.122, 0.119, 0.107, -0.040, -0.505, -0.030, -0.021, -0.431, 0.002, -0.088, -0.110, -0.117, 0.029, -0.028, -0.593, 0.934, -0.026, 0.031, -0.046, -0.019, -0.144, -0.022, -0.140, 0.145, 0.101, 0.092, 0.093, 0.104, 0.091, 0.088, 0.108, 0.098, 0.071, 0.089, 0.110, 0.114, 0.148, 0.124, 0.138, 0.134, 0.133, 0.137, 0.130, 0.134, 0.156, 0.139]
}